{"formula": "C23H27O20Pd2", "method": "wB97M-V/def2-TZVPD", "fmax_ev_per_a": 5.67, "homo_ev": [-12.815, -12.217], "total_charge": 1, "multiplicity": 5, "mol_weight_g_mol": 836.3, "orbital_gap_ev": [8.1, 4.8], "elements": ["Pd", "Pd", "C", "C", "O", "H", "H", "H", "H", "H", "C", "C", "C", "O", "C", "C", "C", "O", "O", "O", "H", "H", "C", "C", "O", "C", "O", "O", "H", "H", "H", "H", "C", "C", "O", "C", "O", "O", "H", "H", "H", "H", "C", "C", "O", "C", "O", "O", "H", "H", "H", "H", "C", "C", "O", "C", "O", "O", "H", "H", "H", "H", "C", "C", "O", "C", "O", "O", "H", "H", "H", "H"], "positions_angstrom": [[-0.490, -3.696, 1.408], [-2.331, -0.951, -0.447], [1.453, -0.314, 0.771], [0.701, -1.055, -0.357], [-0.333, -1.904, -0.001], [1.958, -0.951, 1.498], [0.822, 0.345, 1.367], [2.371, 0.192, 0.473], [1.473, -1.481, -0.997], [0.321, -0.199, -0.915], [-2.557, -2.159, 5.172], [-3.947, -1.701, 5.421], [-4.868, -1.321, 4.171], [-6.036, -0.882, 4.489], [-4.380, -1.701, 2.850], [-3.136, -2.307, 2.716], [-2.225, -2.552, 3.895], [-1.050, -3.147, 3.692], [-2.758, -2.492, 1.495], [-4.504, -1.594, 6.578], [-1.895, -2.491, 5.958], [-4.973, -1.360, 2.014], [-0.177, 4.512, 0.689], [0.617, 3.391, 1.050], [1.582, 3.557, -0.079], [1.035, 4.076, -1.130], [1.573, 4.414, -2.138], [-0.173, 4.538, -0.729], [-0.041, 5.430, 1.261], [-1.170, 4.135, 0.934], [0.047, 2.465, 0.974], [0.939, 3.636, 2.062], [-1.051, 0.982, 4.188], [-0.121, -0.002, 5.020], [1.109, 0.834, 5.221], [0.976, 2.084, 4.868], [1.781, 2.956, 4.750], [-0.379, 2.239, 4.564], [-2.030, 0.958, 4.668], [-0.883, 0.726, 3.142], [0.244, -0.867, 4.466], [-0.520, -0.305, 5.989], [-2.791, 1.822, -4.886], [-2.037, 3.090, -4.270], [-1.674, 2.692, -3.041], [-2.035, 1.515, -2.822], [-1.582, 0.712, -2.042], [-3.005, 1.061, -3.719], [-2.177, 1.250, -5.581], [-3.737, 2.102, -5.349], [-2.654, 3.988, -4.300], [-1.131, 3.332, -4.826], [2.165, -4.024, -2.270], [2.113, -4.258, -3.759], [0.805, -4.666, -3.919], [0.277, -5.139, -2.748], [-0.883, -5.634, -2.652], [1.196, -4.892, -1.862], [1.980, -2.957, -2.148], [3.097, -4.266, -1.758], [2.786, -5.053, -4.080], [2.214, -3.339, -4.336], [3.313, 1.095, -2.572], [3.682, -0.269, -2.935], [4.775, -0.131, -3.865], [5.125, 1.198, -3.848], [6.193, 1.655, -4.202], [4.289, 1.899, -3.077], [3.638, 1.333, -1.559], [2.347, 1.435, -2.945], [2.846, -0.632, -3.534], [3.890, -0.953, -2.112]], "forces_ev_per_a": [[-1.39, 2.34, 0.75], [0.31, -0.22, 0.28], [0.48, -0.70, 1.32], [1.52, 1.62, 0.23], [-0.24, -0.86, 0.18], [-0.55, -0.83, 0.19], [-0.06, 0.13, -0.30], [-0.52, 0.58, -0.91], [-0.18, -0.71, 0.10], [-0.64, -0.11, -0.36], [-2.10, -0.13, 0.38], [-2.23, 0.91, 3.61], [-3.47, 0.18, 2.64], [4.69, -1.43, -2.14], [-0.97, 1.27, 2.07], [0.56, 0.69, -1.50], [2.65, -1.68, -2.02], [-2.14, 0.90, -1.13], [1.50, -0.83, 0.69], [2.92, -0.60, -4.73], [-0.03, 0.35, 0.30], [0.08, -0.36, -0.29], [-4.83, 0.45, -0.03], [1.85, 0.05, -0.81], [2.75, -3.41, 2.80], [-0.52, 3.19, 0.19], [-0.20, -1.31, -0.49], [-0.87, 0.85, -0.61], [0.58, 0.32, -0.83], [-0.66, 0.93, 0.22], [0.58, -0.23, -0.17], [1.25, -0.93, -0.19], [3.09, -0.23, 2.89], [1.03, 1.41, -0.60], [0.38, -2.36, 0.57], [-2.06, 0.41, -1.05], [-0.45, -0.78, 0.41], [-0.98, 0.49, -1.35], [-0.16, 0.29, -0.89], [-0.76, 0.48, -0.14], [-0.26, 0.00, 0.08], [0.14, 0.29, -0.02], [0.25, 1.66, -0.14], [-1.12, 0.79, -4.88], [1.78, 1.47, 2.96], [-2.35, -4.62, -1.02], [0.18, 0.00, 1.83], [1.13, 0.44, 1.34], [0.01, 0.11, -0.02], [0.10, -0.13, 0.09], [-0.10, -0.12, 0.54], [-0.04, -0.07, -0.09], [2.11, 1.10, -1.20], [1.39, 0.33, -0.44], [-2.78, -1.08, -0.68], [-4.42, -0.91, -2.77], [5.28, 2.04, 0.28], [-1.39, -1.22, 4.62], [-0.67, -0.10, 0.74], [-0.03, -0.09, -0.23], [0.13, 0.14, -0.23], [0.46, -0.22, -0.06], [-0.22, 1.54, 2.63], [-0.65, -1.89, -2.06], [-0.24, 0.65, 0.46], [3.75, 0.78, 0.66], [-2.33, -1.21, -0.36], [1.61, 1.58, -3.05], [-2.16, -0.62, 1.13], [-0.19, -0.08, 0.60], [0.01, -0.79, 0.12], [0.39, 0.09, -0.10]], "mulliken_spin": [1.237, 0.920, 0.055, -0.006, 0.556, -0.005, -0.001, 0.001, 0.016, 0.007, 0.308, 0.003, -0.031, 0.228, 0.346, -0.023, -0.037, 0.137, 0.113, 0.176, -0.020, -0.002, 0.000, 0.002, 0.000, 0.000, 0.000, 0.000, 0.000, 0.000, -0.002, 0.000, 0.016, -0.002, 0.001, 0.000, 0.000, -0.001, 0.001, -0.012, 0.000, 0.000, 0.000, 0.000, 0.000, 0.001, 0.022, 0.001, 0.000, 0.000, 0.000, 0.000, 0.003, 0.000, 0.000, -0.001, 0.000, 0.000, -0.003, 0.000, 0.000, 0.000, 0.002, 0.000, 0.000, 0.000, 0.000, 0.000, 0.000, -0.002, 0.000, 0.000]}